[1]
This record from the OMol25 dataset describes a cluster of 2 separate species, FH2P in total at a distorted geometry. The level of theory is the ωB97M-V functional and the def2-TZVPD basis.

Results
F_max, eV/A: 4.002
E, a.u.: -442.2953
Energy above the lowest of the compared OMol25 structures with the same formula, charge and spin, eV: 2.9800
Kohn-Sham gap (alpha / beta), eV: 8.397 / 9.166

Structure (ORCA input):
```
! RIJCOSX wB97M-V def2-TZVPD def2/J DEFGRID3
* xyz 0 1
F 0.98237 -1.68948 0.96277
P -0.19129 -1.31678 -0.11085
H 0.89358 -0.52622 -0.81663
H -0.58820 0.80234 0.99661
*
```

[2]
This record from the OMol25 dataset describes a cluster of 2 separate species, C3H5NO2S in total at a distorted geometry. The level of theory is the ωB97M-V functional and the def2-TZVPD basis.

Results
F_max, eV/A: 3.118
E, a.u.: -720.4132
Energy above the lowest of the compared OMol25 structures with the same formula, charge and spin, eV: 9.0697
Kohn-Sham gap (alpha / beta), eV: 5.416 / 5.707

Structure (ORCA input):
```
! RIJCOSX wB97M-V def2-TZVPD def2/J DEFGRID3
* xyz 0 1
C 1.38922 1.56482 -1.13613
C 1.07349 0.36892 -0.77705
C -1.59351 -0.55236 1.45556
N 0.76463 -0.95619 -0.71691
O 0.48943 -1.50319 -1.78267
O 0.73205 -1.52348 0.40528
S -1.82130 0.75426 0.29694
H 0.79633 2.50922 -0.96386
H 2.33926 1.73416 -1.74249
H -2.09027 -0.31734 2.39667
H -0.50301 -0.54449 1.50339
H -1.57631 -1.53433 1.06127
*
```

[3]
This record from the OMol25 dataset describes a structure of composition C35H35BrN4O4S3SbY. The level of theory is the ωB97M-V functional and the def2-TZVPD basis.

Results
F_max, eV/A: 0.220
E, a.u.: -5921.9690
Energy above the lowest of the compared OMol25 structures with the same formula, charge and spin, eV: 0.1199
Kohn-Sham gap, eV: 7.787

Structure (ORCA input):
```
! RIJCOSX wB97M-V def2-TZVPD def2/J DEFGRID3
* xyz 0 1
Y -0.27393 -0.96386 0.41978
C -2.64754 2.58769 4.72469
C -3.82982 2.16969 4.12227
C -3.80354 1.25715 3.08332
C -2.58030 0.76602 2.63550
C -1.39586 1.20027 3.21405
C -1.43214 2.10308 4.26821
N -2.46799 -0.21342 1.59228
N -3.54885 -0.73986 1.27065
C -3.49572 -1.80602 0.33434
C -4.75208 -2.30273 -0.01887
C -4.82922 -3.38479 -0.87681
C -3.65069 -3.96543 -1.33495
C -2.41394 -3.44887 -0.95527
C -2.27774 -2.33377 -0.11978
H -2.67702 3.29502 5.54332
H -4.77908 2.55703 4.46915
H -4.71490 0.91732 2.61376
H -0.44047 0.86253 2.82476
H -0.50448 2.43155 4.71746
H -5.64222 -1.83910 0.38910
H -5.79059 -3.78671 -1.16917
H -3.69935 -4.83231 -1.98457
H -1.52002 -3.94594 -1.32559
N -0.36004 -2.08664 2.66863
C 0.70576 -3.09905 2.80336
C 1.19764 -3.59772 1.43824
O 1.78917 -4.65502 1.36877
O 0.95847 -2.78672 0.45684
H -0.42028 -1.51292 3.50260
H -1.26253 -2.54569 2.56784
H 0.40386 -3.95702 3.40330
H 1.56420 -2.63380 3.29115
O -3.37965 2.23324 -4.77045
C -2.80893 1.62159 -3.71476
C -2.57828 0.25024 -3.65723
C -1.97986 -0.26142 -2.52925
N -1.59800 0.47550 -1.47362
C -1.86430 1.77414 -1.54721
Br -1.46388 2.84480 -0.05048
C -2.44970 2.40429 -2.62905
H -3.59344 1.58731 -5.45302
H -2.86219 -0.40792 -4.46844
H -1.80623 -1.32587 -2.44549
H -2.63104 3.46802 -2.62818
O 1.08868 0.61050 0.76654
C 2.14698 1.50816 0.73289
C 3.45730 0.75117 0.55365
C 4.61176 1.15034 -0.04984
C 5.66745 0.20920 0.10572
C 5.28438 -0.88378 0.82037
S 3.64145 -0.79100 1.28620
C 2.23292 2.30353 2.03772
C 1.26289 3.09493 2.58062
C 1.66656 3.72628 3.78592
C 2.94307 3.40091 4.13415
S 3.65851 2.35277 2.99416
C 1.96559 2.46827 -0.44045
C 1.54320 2.13536 -1.69257
C 1.48631 3.24429 -2.57712
C 1.88332 4.40157 -1.97787
S 2.30599 4.14637 -0.34146
H 4.70349 2.09089 -0.57563
H 6.65915 0.33700 -0.30355
H 5.86807 -1.75644 1.06564
H 0.29241 3.22040 2.12511
H 1.04061 4.39321 4.36218
H 3.50074 3.73288 4.99493
H 1.25635 1.12736 -1.95818
H 1.16467 3.18496 -3.60774
H 1.93775 5.38837 -2.40829
C 3.37834 -1.71245 -2.25928
Sb 1.26038 -1.85643 -2.34958
C 1.12100 -3.94788 -2.72007
C 1.04814 -1.19698 -4.38599
H 3.81501 -2.23215 -3.11169
H 3.73145 -2.16108 -1.33417
H 3.67224 -0.66395 -2.27474
H 1.88073 -4.24732 -3.44106
H 0.13489 -4.19335 -3.11335
H 1.27460 -4.46686 -1.77503
H 1.78680 -1.68380 -5.02217
H 1.18342 -0.11654 -4.44680
H 0.05016 -1.44254 -4.75041
*
```

[4]
This record from the OMol25 dataset describes a structure of composition C23H31N2O6PS2W. The level of theory is the ωB97M-V functional and the def2-TZVPD basis.

Results
F_max, eV/A: 0.336
E, a.u.: -2660.8545
Energy above the lowest of the compared OMol25 structures with the same formula, charge and spin, eV: 0.0000
Kohn-Sham gap, eV: 7.707

Structure (ORCA input):
```
! RIJCOSX wB97M-V def2-TZVPD def2/J DEFGRID3
* xyz 0 1
W 0.20669 -0.64455 0.20997
C 7.12036 -2.85569 -1.55680
C 5.64847 -2.80181 -1.14773
C 4.79829 -3.30535 -2.32333
C 5.44766 -3.72560 0.06176
C 5.19647 -1.38749 -0.78471
C 6.05412 -0.27872 -0.84884
C 5.62795 0.99770 -0.53175
C 4.30541 1.16921 -0.15452
S 3.47573 2.61882 0.32628
C 2.04067 1.71188 0.57509
N 2.14354 0.43713 0.29309
C 3.43029 0.08460 -0.10339
C 3.88031 -1.19473 -0.39711
C 0.78799 2.20633 1.12138
C 0.64393 3.48404 1.65058
C -0.52381 3.82111 2.31087
C -1.51815 2.86334 2.46279
C -1.36505 1.59581 1.91207
C -0.22676 1.24040 1.19805
H 7.38693 -3.88437 -1.80435
H 7.77781 -2.52796 -0.74898
H 7.31790 -2.24185 -2.43757
H 5.10307 -4.31736 -2.59882
H 4.92110 -2.65842 -3.19382
H 3.73729 -3.32697 -2.07227
H 5.75866 -4.74191 -0.18932
H 4.40318 -3.76224 0.37267
H 6.04202 -3.38527 0.91202
H 7.08266 -0.41184 -1.15079
H 6.30998 1.83593 -0.57925
H 3.18808 -2.02014 -0.32903
H 1.45007 4.20430 1.56944
H -0.64826 4.81039 2.72989
H -2.41800 3.10152 3.01590
H -2.15804 0.87327 2.06961
C -4.38350 0.65213 -1.60425
C -2.98362 0.75882 -1.00194
P -2.27076 -0.81344 -0.40492
C -2.53019 -1.94609 -1.81836
C -1.88354 -3.32661 -1.75204
C -3.45332 -1.33614 0.89924
C -3.01348 -2.41761 1.88234
H -4.75048 1.64806 -1.85232
H -5.09766 0.20368 -0.91176
H -4.38459 0.06595 -2.52220
H -2.97911 1.45007 -0.15832
H -2.26994 1.15123 -1.72670
H -2.14150 -1.40761 -2.68620
H -3.61454 -2.02557 -1.93264
H -0.79959 -3.24477 -1.73224
H -2.16470 -3.89277 -2.64014
H -2.19726 -3.89156 -0.87494
H -4.35146 -1.64953 0.35939
H -3.73360 -0.43084 1.44391
H -2.71221 -3.33182 1.37525
H -3.84302 -2.65312 2.55013
H -2.16837 -2.08646 2.48309
O -0.00443 0.57723 -1.46966
S 0.82769 -0.25744 -2.47874
O -0.01313 -0.77350 -3.51407
O 1.15601 -1.38127 -1.43676
O 2.01435 0.44134 -2.85133
O -0.31497 -2.51177 0.62632
N 0.88619 -2.21246 1.22721
O 0.51101 -1.10816 2.04650
*
```

[5]
This record from the OMol25 dataset describes the ion C6H11N2O2 with charge +1 at a distorted geometry. The level of theory is the ωB97M-V functional and the def2-TZVPD basis.

Results
F_max, eV/A: 3.522
Structure (SMILES): CC1=[NH+][C@@H](O)C(=O)[C@@H](C)N1
E, a.u.: -494.9485
Energy above the lowest of the compared OMol25 structures with the same formula, charge and spin, eV: 1.8996
Kohn-Sham gap, eV: 10.138

Structure (ORCA input):
```
! RIJCOSX wB97M-V def2-TZVPD def2/J DEFGRID3
* xyz 1 1
C 2.12879 -1.68340 0.45258
C 0.86028 -0.97802 0.22893
N -0.28393 -1.51148 0.54913
C -1.59473 -0.91208 0.40035
O -2.25315 -1.12792 1.55316
C -1.48281 0.82268 -0.04419
O -2.38203 1.56005 0.18701
C -0.20996 1.13650 -0.81991
C 0.13613 2.58180 -0.78235
N 0.92332 0.23818 -0.32781
H 2.10116 -2.61056 1.05692
H 2.89216 -1.03947 0.89612
H 2.65518 -2.05755 -0.51737
H -0.24278 -2.49938 0.80774
H -2.10506 -1.46430 -0.42329
H -3.12363 -0.59535 1.73742
H -0.42120 0.74374 -1.78314
H 0.27059 2.93237 0.22800
H -0.72126 3.13078 -1.17768
H 1.07772 2.99600 -1.29375
H 1.77522 0.33742 -0.92787
*
```

[6]
This record from the OMol25 dataset describes an isolated molecule of C4H6O2 at a distorted geometry. The level of theory is the ωB97M-V functional and the def2-TZVPD basis.

Results
F_max, eV/A: 1.329
Structure (SMILES): O=COC1CC1
E, a.u.: -306.4117
Energy above the lowest of the compared OMol25 structures with the same formula, charge and spin, eV: 2.5754
Kohn-Sham gap, eV: 10.849

Structure (ORCA input):
```
! RIJCOSX wB97M-V def2-TZVPD def2/J DEFGRID3
* xyz 0 1
O -1.75092 -0.03646 -0.94341
C -0.95266 0.58987 -1.58478
O 0.14310 1.15578 -1.07034
C 0.71377 0.42135 0.00026
C 0.14005 -0.99882 0.42050
C 0.34121 0.11200 1.40511
H -0.99541 0.73564 -2.67228
H 1.78683 0.67133 -0.06708
H -0.90336 -1.34375 0.42277
H 0.79439 -1.82836 0.19781
H -0.54603 0.51742 1.87941
H 1.22904 0.00401 2.01202
*
```